1.
{
  "formula": "C4H12",
  "method": "the ωB97M-V functional and the def2-TZVPD basis",
  "de_lowest_kj_mol": 57.6,
  "lumo_ev": 1.2,
  "multiplicity": 1,
  "orbital_gap_ev": 12.816,
  "homo_energy_ha": -0.4287,
  "total_energy_ha": -159.56302,
  "symbols": ["C", "C", "H", "H", "H", "H", "H", "H", "C", "C", "H", "H", "H", "H", "H", "H"],
  "coordinates": [[-1.4815, -0.6904, -1.0451], [-0.8192, -1.5013, -2.2255], [-0.6672, -0.5099, -0.3701], [-1.9373, 0.2211, -1.4003], [-2.2520, -1.3525, -0.6563], [-0.9764, -1.1816, -3.2519], [0.2338, -1.4891, -1.9573], [-1.2334, -2.5148, -2.2747], [0.9329, 1.1280, 0.9332], [1.4220, 1.1612, 2.3866], [-0.0988, 1.4999, 0.8954], [1.4961, 1.7406, 0.2287], [0.8915, 0.1051, 0.5635], [0.9752, 1.9920, 2.9322], [1.0072, 0.2987, 2.9208], [2.5072, 1.0930, 2.3210]]
}

=====

2.
{
  "formula": "C4H12N2",
  "method": "the ωB97M-V functional and the def2-TZVPD basis",
  "de_lowest_kj_mol": 122.6,
  "lumo_ev": [4.1, 4.1],
  "charge": -1,
  "multiplicity": 2,
  "orbital_gap_ev": [2.697, 9.080],
  "homo_energy_ha": [0.0529, -0.1835],
  "total_energy_ha": -269.00690,
  "symbols": ["C", "C", "N", "H", "H", "H", "H", "H", "H", "H", "C", "C", "N", "H", "H", "H", "H", "H"],
  "coordinates": [[-1.5293, -0.6004, -2.7725], [-0.6728, 0.2194, -1.8166], [-1.3670, 1.1159, -0.8806], [-2.2266, 0.0159, -3.3415], [-0.8461, -1.1647, -3.4221], [-2.0424, -1.3865, -2.2072], [-0.0676, -0.4605, -1.2226], [0.1074, 0.7374, -2.3877], [-1.4521, 0.6297, 0.0068], [-2.3496, 1.0998, -1.1576], [1.2562, -1.2650, 2.6686], [0.9037, -0.0872, 2.1292], [1.7217, 0.6128, 1.2581], [1.9874, -1.7987, 2.0802], [1.0171, -1.5825, 3.6684], [0.1549, 0.5737, 2.5549], [2.6905, 0.4057, 1.1036], [1.3112, 1.2015, 0.5487]]
}

=====

3.
{
  "formula": "C42H98Cl12O29P6",
  "method": "the ωB97M-V functional and the def2-TZVPD basis",
  "de_lowest_kj_mol": 0.0,
  "lumo_ev": 0.4,
  "multiplicity": 1,
  "orbital_gap_ev": 9.471,
  "homo_energy_ha": -0.3339,
  "total_energy_ha": -11411.88574,
  "symbols": ["C", "O", "P", "O", "O", "C", "O", "C", "H", "H", "H", "H", "H", "H", "H", "H", "H", "C", "O", "P", "O", "O", "C", "O", "C", "H", "H", "H", "H", "H", "H", "H", "H", "H", "C", "O", "P", "O", "O", "C", "O", "C", "H", "H", "H", "H", "H", "H", "H", "H", "H", "C", "O", "P", "O", "O", "C", "O", "C", "H", "H", "H", "H", "H", "H", "H", "H", "H", "C", "O", "P", "O", "O", "C", "O", "C", "H", "H", "H", "H", "H", "H", "H", "H", "H", "C", "O", "P", "O", "O", "C", "O", "C", "H", "H", "H", "H", "H", "H", "H", "H", "H", "C", "C", "C", "O", "C", "H", "H", "H", "H", "H", "H", "H", "H", "C", "C", "C", "O", "C", "H", "H", "H", "H", "H", "H", "H", "H", "C", "C", "C", "O", "C", "H", "H", "H", "H", "H", "H", "H", "H", "C", "C", "C", "O", "C", "H", "H", "H", "H", "H", "H", "H", "H", "C", "C", "C", "O", "C", "H", "H", "H", "H", "H", "H", "H", "H", "C", "Cl", "Cl", "Cl", "H", "C", "Cl", "Cl", "Cl", "H", "C", "Cl", "Cl", "Cl", "H", "C", "Cl", "Cl", "Cl", "H"],
  "coordinates": [[3.1809, -5.6194, 0.6631], [4.3888, -6.1253, 1.2334], [4.6221, -6.2613, 2.7651], [6.0241, -6.2156, 3.2479], [3.6001, -5.2186, 3.5073], [3.9389, -4.4967, 4.6881], [3.9361, -7.6674, 2.9943], [4.1903, -8.2870, 4.2568], [2.3221, -6.2305, 0.9376], [3.2940, -5.6654, -0.4318], [3.0787, -4.5611, 0.9814], [3.9008, -3.4003, 4.4682], [4.9912, -4.7527, 4.9036], [3.3327, -4.8379, 5.5057], [4.0891, -9.3529, 4.2226], [3.4829, -8.0486, 5.0357], [5.0675, -7.9914, 4.7511], [0.1219, -6.9002, -3.8326], [-1.0942, -6.4286, -3.1448], [-1.2276, -5.6902, -1.7123], [-2.5200, -5.0120, -1.5450], [0.0033, -4.7075, -1.6888], [-0.2719, -3.2363, -1.6497], [-0.8134, -6.7959, -0.6422], [-1.4534, -8.1102, -0.7152], [-0.1145, -7.2410, -4.8849], [0.5717, -7.6830, -3.2526], [0.8760, -6.0962, -3.9420], [-1.0486, -3.0489, -0.9444], [-0.5925, -2.9913, -2.6720], [0.6712, -2.7645, -1.3397], [-2.2462, -8.1030, 0.0388], [-0.6785, -8.8215, -0.3785], [-1.8781, -8.4005, -1.6761], [0.7587, 1.2211, -0.9297], [0.4880, -0.1258, -0.3366], [-0.4368, -0.2425, 0.9213], [-0.6030, 1.0265, 1.6777], [0.2143, -1.5005, 1.5667], [1.4410, -1.4786, 2.3280], [-1.7707, -0.8233, 0.3876], [-3.0355, -0.4447, 0.9379], [-0.2176, 1.7781, -1.0349], [1.3075, 1.0459, -1.8514], [1.3730, 1.6750, -0.1805], [1.4161, -0.6918, 3.0758], [2.1900, -1.3048, 1.6079], [1.5069, -2.4495, 2.8542], [-3.3457, -1.2054, 1.6629], [-3.7953, -0.5616, 0.1513], [-2.9138, 0.5441, 1.4501], [4.4787, 4.9517, -5.2245], [3.9402, 3.6044, -5.4690], [2.4501, 3.3697, -5.7870], [2.2543, 2.0463, -6.3773], [1.8941, 3.6364, -4.3784], [0.4427, 3.8708, -4.2698], [1.7745, 4.5934, -6.5544], [1.7741, 4.4117, -8.0164], [4.5291, 5.1003, -4.1693], [3.7870, 5.6816, -5.6861], [5.4836, 4.9255, -5.7367], [0.2606, 3.9298, -3.2112], [-0.1710, 3.1973, -4.7912], [0.2851, 4.8454, -4.6891], [2.6309, 3.8521, -8.4079], [1.7774, 5.3758, -8.5659], [0.8571, 3.9235, -8.3618], [-2.5686, 5.1345, -4.4098], [-3.4007, 4.9663, -3.2536], [-3.8297, 3.5468, -2.7937], [-4.5321, 3.6255, -1.5214], [-4.7270, 2.8196, -3.9102], [-5.9583, 3.5890, -4.1871], [-2.4884, 2.7320, -2.7935], [-2.6832, 1.2826, -2.5343], [-2.5135, 4.2680, -5.0816], [-1.5772, 5.4131, -4.0905], [-2.9982, 5.9090, -5.0777], [-6.1865, 4.1991, -3.3391], [-6.7600, 2.9702, -4.4766], [-5.6529, 4.2121, -5.0077], [-3.5802, 0.8844, -3.0084], [-2.8442, 0.9982, -1.4539], [-1.7949, 0.7865, -2.9638], [-7.4345, -1.8160, 0.8350], [-7.0543, -2.6849, 1.9318], [-5.7972, -3.5877, 1.8257], [-4.5989, -2.8719, 1.3445], [-5.7486, -4.2774, 3.2386], [-5.8996, -3.5979, 4.5074], [-6.2936, -4.6996, 0.7949], [-5.2244, -5.5400, 0.1767], [-7.2768, -2.2743, -0.1138], [-6.8548, -0.8441, 0.8883], [-8.4924, -1.5069, 0.8263], [-6.6617, -2.8368, 4.5034], [-4.9033, -3.2193, 4.8858], [-6.2760, -4.4231, 5.1209], [-4.7911, -6.2235, 0.9748], [-4.3880, -4.9793, -0.2042], [-5.7325, -6.1031, -0.6357], [4.2297, 1.5073, 2.8350], [5.1775, 2.7215, 3.1417], [5.3572, 3.1950, 1.6883], [4.0764, 3.1499, 1.1114], [3.5253, 1.8569, 1.4978], [3.5249, 1.2887, 3.6337], [4.7151, 0.5576, 2.6695], [6.1554, 2.5282, 3.6385], [4.6989, 3.5364, 3.7232], [6.0042, 2.4850, 1.1846], [5.6900, 4.1973, 1.5428], [3.7066, 1.1470, 0.6757], [2.4634, 1.9497, 1.6849], [7.2539, -1.8693, 2.1864], [6.8235, -0.8745, 1.1082], [5.4140, -1.4289, 0.7987], [4.9566, -1.9150, 2.0443], [6.0249, -1.9827, 2.9825], [8.0401, -1.5024, 2.8120], [7.5187, -2.8602, 1.8260], [7.4451, -0.7250, 0.2199], [6.6377, 0.0834, 1.6019], [5.4619, -2.2466, 0.1245], [4.7124, -0.6445, 0.4712], [5.9860, -2.9001, 3.5698], [5.9840, -1.1572, 3.7039], [2.3833, 5.2015, -0.1217], [3.2129, 6.1372, 0.6826], [3.8670, 6.9946, -0.3807], [4.1884, 6.1813, -1.4373], [3.3885, 5.0181, -1.2843], [1.4506, 5.6488, -0.4751], [2.1231, 4.2317, 0.3109], [3.9535, 5.5922, 1.2112], [2.6704, 6.7105, 1.4636], [4.8411, 7.3867, -0.0184], [3.2766, 7.8446, -0.6579], [4.0427, 4.1568, -1.0598], [2.9104, 4.8248, -2.2489], [-5.0951, -3.3152, -4.1098], [-5.6050, -2.8556, -2.7615], [-4.4218, -2.0351, -2.2177], [-3.7930, -1.4877, -3.3998], [-3.7883, -2.5833, -4.2701], [-5.7525, -3.0977, -4.9189], [-4.9739, -4.4048, -4.2387], [-5.7673, -3.6900, -2.1152], [-6.5850, -2.3552, -2.8305], [-3.6046, -2.6182, -1.7715], [-4.7031, -1.2332, -1.6096], [-2.9768, -3.2052, -3.9398], [-3.5301, -2.1837, -5.2785], [0.5134, 5.4544, 3.7162], [1.5218, 6.0774, 4.6375], [2.0076, 4.8050, 5.2486], [2.1225, 3.8410, 4.2161], [1.1791, 4.1896, 3.1878], [0.0754, 6.1464, 2.9180], [-0.2956, 5.1234, 4.3976], [0.9596, 6.6890, 5.3170], [2.3530, 6.5928, 4.1665], [1.2797, 4.3195, 5.9510], [2.9407, 4.8961, 5.7797], [0.5406, 3.3549, 2.9746], [1.6495, 4.4201, 2.2303], [-1.5388, -4.3773, 2.1619], [-2.4656, -5.8668, 2.4899], [0.2129, -4.5883, 2.1946], [-2.0383, -3.1158, 3.3021], [-1.8936, -3.9265, 1.2218], [-6.4674, 2.4604, 0.1570], [-6.5434, 1.1006, -0.9506], [-5.5871, 1.9732, 1.6389], [-7.9507, 3.2907, 0.3476], [-5.7777, 3.0895, -0.3682], [-2.5344, 5.5791, -0.0243], [-1.4514, 6.4600, -1.0665], [-3.2806, 6.4904, 1.2375], [-1.6322, 4.2545, 0.6937], [-3.3679, 5.1413, -0.5841], [-1.7690, 1.6176, 4.4229], [-0.4973, 2.0399, 5.5589], [-2.8461, 2.9926, 4.1607], [-2.6873, 0.1952, 4.8999], [-1.2747, 1.4528, 3.4286]]
}

=====

- What is the formula in the third record?
  C42H98Cl12O29P6